# CNa9O3

A structure of composition CNa9O3 in a non-equilibrium geometry (the ωB97M-V functional and the def2-TZVPD basis, OMol25).

The value obtained for the LUMO energy (spin up / spin down) is -30.34 / -34.89 eV. For the frontier orbital gap (spin up / spin down), the calculation gives 13.1 / 8.5 eV. The spin multiplicity is 2. Its net charge is +8. As for the energy above the lowest of the compared OMol25 structures with the same formula, charge and spin: 73.3 kcal per mole. The expectation value of S² is 0.757. For the highest occupied orbital energy (spin up / spin down), the calculation gives -1.5950 / -1.5962 Eh. As for the total energy: -1719.67086 Ha.

Last column: Löwdin spin population.
CARTESIAN COORDINATES (ANGSTROEM)
Na: -1.6344 2.5773 1.3858  -0.0022
Na: -1.2490 -1.9687 -2.2381  -0.0004
Na: 2.8328 0.1816 0.2493  -0.0018
Na: 1.2747 3.0290 -0.6953  -0.0007
Na: 0.5133 0.3995 3.7879  -0.0006
Na: -1.0501 2.0135 -2.3622  0.0003
Na: 1.5488 -1.0824 -2.7954  0.0001
Na: -2.5644 -0.2671 0.4615  -0.0037
Na: 0.5132 -2.9921 1.2594  0.0025
O: -0.4243 0.6603 -0.1936  0.2115
O: 0.3753 -1.4279 -0.4938  0.2069
O: -0.1238 -0.6495 1.4204  0.5799
C: -0.0120 -0.4736 0.2141  0.0081